Formula: C25H33IN9OPRh
Source: the Open Molecules 2025 dataset
Level of theory: wB97M-V/def2-TZVPD

Geometry as XYZ:
```
71
Properties=species:S:1:pos:R:3:forces:R:3
Rh 0.5343 -0.9644 -1.3627 -0.11 1.18 0.15
N -3.6443 0.0632 -1.5866 -0.15 -0.09 -0.03
C -2.3732 -0.0793 -1.9290 0.08 0.03 0.03
N -1.4884 -0.6743 -1.1678 -0.37 -0.39 0.26
C -1.8862 -1.1456 0.0928 0.06 0.12 -0.08
N -0.9618 -1.6663 0.9099 0.03 0.01 0.12
N 0.2176 -1.6769 0.3923 0.03 -0.27 -0.19
C 1.3857 -2.0866 1.0888 -0.18 0.01 0.07
C 2.5628 -1.8479 0.4097 -0.04 0.11 -0.22
C 3.8467 -2.1533 0.9286 0.03 -0.01 0.05
C 4.9647 -1.7849 0.2260 0.08 0.05 -0.04
C 4.8244 -1.1114 -0.9935 0.02 0.00 0.03
C 3.5503 -0.8646 -1.4876 -0.06 -0.01 0.11
N 2.4469 -1.2249 -0.8397 0.56 -0.52 0.19
C -3.2578 -1.0556 0.4962 0.02 0.01 -0.07
C -3.7397 -1.5454 1.7213 0.02 -0.01 0.03
C -5.0698 -1.4048 2.0340 -0.04 0.00 -0.01
C -5.9515 -0.7773 1.1393 0.00 0.00 0.04
C -5.5024 -0.2867 -0.0681 -0.09 0.03 -0.04
C -4.1580 -0.4298 -0.3862 0.05 0.00 0.06
H -4.2725 0.5361 -2.2247 0.02 0.04 0.00
H -2.0669 0.3154 -2.8896 0.01 0.01 0.00
H 1.3201 -2.4995 2.0853 -0.10 -0.02 -0.02
H 3.9260 -2.6624 1.8803 -0.03 0.03 -0.01
H 5.9515 -2.0018 0.6128 -0.01 0.00 0.01
H 5.6890 -0.7870 -1.5551 -0.02 0.00 -0.02
H 3.4085 -0.3666 -2.4400 0.01 0.04 0.00
H -3.0536 -2.0247 2.4061 0.00 0.02 -0.01
H -5.4428 -1.7771 2.9784 -0.01 0.00 -0.01
H -6.9962 -0.6714 1.4005 0.02 -0.01 0.00
H -6.1842 0.2022 -0.7541 0.02 0.00 0.01
C 1.6260 3.8063 -1.4530 -0.05 0.10 -0.07
N 0.5361 3.6893 -0.4840 -0.03 0.02 -0.13
C -0.0694 4.9642 -0.0949 0.01 0.07 -0.10
P 0.4365 2.3229 0.4174 -0.09 0.22 0.11
O 0.6676 1.1212 -0.4618 0.21 -0.28 -0.36
N -1.0514 2.4081 1.1084 -0.08 -0.05 -0.03
C -1.3462 2.1548 2.5136 -0.08 -0.12 -0.03
C -2.2156 2.7129 0.2895 -0.02 0.01 0.10
N 1.5061 2.3280 1.6600 0.10 -0.29 0.10
C 2.6224 1.3935 1.7387 0.04 0.09 0.12
C 1.6085 3.5257 2.5012 0.04 0.09 -0.07
H 1.2594 4.2314 -2.3886 -0.04 0.00 0.00
H 2.0473 2.8267 -1.6659 -0.01 -0.02 0.01
H 2.4188 4.4601 -1.0802 0.00 -0.02 0.05
H -0.7601 5.3196 -0.8631 0.01 -0.04 -0.03
H 0.6998 5.7287 0.0312 0.03 -0.04 0.05
H -0.6147 4.8713 0.8406 0.02 -0.01 0.02
H -0.4912 1.7003 3.0065 0.00 0.03 0.00
H -2.1944 1.4675 2.5936 0.04 -0.01 -0.01
H -1.6162 3.0740 3.0390 -0.02 0.02 -0.02
H -1.9230 2.8618 -0.7491 0.00 0.02 0.00
H -2.7197 3.6183 0.6358 0.01 0.02 -0.01
H -2.9419 1.8946 0.3495 0.01 0.01 0.03
H 2.5032 0.6278 0.9812 -0.01 0.02 -0.04
H 2.6625 0.9163 2.7219 -0.03 0.02 0.00
H 3.5762 1.9015 1.5741 -0.01 0.02 -0.03
H 1.8681 4.4135 1.9203 0.05 -0.02 -0.01
H 2.3908 3.3692 3.2401 -0.02 -0.02 0.02
H 0.6809 3.7269 3.0373 0.01 -0.02 -0.02
I -2.2965 -3.8579 -2.3883 0.25 0.03 0.02
C -0.2975 -4.2324 -2.2777 -0.60 -0.07 0.05
C 0.0231 -5.5996 -2.0995 0.27 -0.02 -0.04
C 1.3581 -5.9708 -2.1720 -0.07 -0.05 0.03
C 2.2713 -4.9883 -2.4876 0.02 -0.01 -0.06
C 1.8360 -3.6478 -2.6513 0.01 0.15 -0.09
N 0.5878 -3.2420 -2.4825 0.14 -0.31 -0.14
H -0.7554 -6.3354 -1.9487 -0.03 0.05 0.06
H 1.6563 -6.9997 -2.0177 0.01 0.01 -0.04
H 3.3216 -5.2212 -2.6103 -0.01 0.04 -0.02
H 2.5500 -2.8877 -2.9413 0.05 -0.03 0.14
```
Positions in Å, forces in eV/Å.

Energy in eV: -62289.7966
2S+1: 5
Charge: +3
F_max in eV/Å: 1.20
HOMO level (spin up / spin down) in eV: -14.809 / -15.383
HOMO-LUMO gap (spin up / spin down) in eV: 5.95 / 2.20

***

Formula: H2N2O3S
Source: the Open Molecules 2025 dataset
Level of theory: wB97M-V/def2-TZVPD

Geometry as XYZ:
```
8
Properties=species:S:1:pos:R:3:forces:R:3
N -1.2756 -0.1451 0.2575 -3.06 1.02 1.03
O -0.6911 -1.2704 -0.2100 0.25 0.29 0.00
N 0.5163 -1.2871 -0.0032 1.25 -1.20 -0.77
S 1.5466 0.3391 -0.3455 -1.84 0.59 -2.18
O 2.3338 0.3448 0.8121 1.59 0.66 2.11
O 0.4890 1.3907 -0.5170 1.56 -0.71 0.10
H -2.2166 -0.1069 -0.1311 0.30 -0.05 -0.08
H -0.7024 0.7349 0.1372 -0.07 -0.59 -0.21
```
Positions in Å, forces in eV/Å.

SMILES: NON=S(=O)=O
Energy in eV: -19983.9522
Charge: 0
F_max in eV/Å: 3.38
HOMO level in eV: -9.897
HOMO-LUMO gap in eV: 7.91

***

Formula: C26H49AsBrNRuSbSi2
Source: the Open Molecules 2025 dataset
Level of theory: wB97M-V/def2-TZVPD

Geometry as XYZ:
```
82
Properties=species:S:1:pos:R:3:forces:R:3
Ru -0.0173 0.3284 -0.3961 0.18 -0.06 0.18
C -0.4521 -0.7797 1.5451 0.03 -0.04 0.04
C -0.9668 0.5146 1.6844 -0.01 0.00 0.03
C -0.1223 1.6289 1.4706 -0.06 -0.03 -0.01
C 1.2263 1.4352 1.1610 0.02 -0.03 -0.01
C 1.7592 0.1191 1.1004 -0.05 0.03 -0.01
C 0.9224 -0.9878 1.2667 -0.08 0.04 -0.01
H -1.1108 -1.6319 1.6489 0.01 0.00 0.01
H -2.0112 0.6589 1.9181 0.02 0.01 0.01
H -0.5217 2.6280 1.5496 0.01 -0.03 0.00
H 1.8662 2.2885 1.0107 0.11 0.06 -0.02
H 2.8132 -0.0261 0.9107 0.01 0.03 -0.01
H 1.3106 -1.9933 1.1869 0.02 0.01 0.00
C 3.1401 -2.1757 -3.4537 0.04 0.01 0.02
C 3.4387 -1.1965 -2.3236 -0.03 0.00 0.14
C 3.6736 -1.9315 -1.0089 0.04 0.00 0.01
Sb 2.1052 0.5144 -2.0848 0.05 0.02 -0.13
C 3.6155 2.0025 -1.6336 -0.04 0.09 -0.06
C 4.4967 1.8281 -0.4014 -0.04 -0.13 0.01
C 3.0244 3.4040 -1.7210 0.07 -0.02 0.06
C 1.5942 1.1131 -4.0913 -0.01 0.01 -0.01
C 2.8566 1.3234 -4.9227 -0.01 0.01 -0.02
C 0.6200 0.1436 -4.7482 -0.04 -0.01 0.03
H 4.0464 -2.7545 -3.6439 0.00 -0.01 0.00
H 2.8634 -1.7012 -4.3919 0.02 0.00 0.01
H 2.3722 -2.8980 -3.1755 -0.03 0.01 -0.03
H 4.3335 -0.6235 -2.5878 0.03 -0.02 0.02
H 2.7650 -2.4353 -0.6686 0.00 0.01 0.01
H 4.0491 -1.2868 -0.2109 -0.02 -0.07 -0.08
H 4.4243 -2.7093 -1.1625 0.01 0.00 0.00
H 4.2474 1.8286 -2.5101 -0.03 -0.01 -0.01
H 4.0233 2.2040 0.5035 -0.09 -0.03 0.11
H 5.3968 2.4295 -0.5399 0.00 0.02 0.00
H 4.8347 0.8046 -0.2284 -0.03 0.02 -0.06
H 2.2950 3.5761 -0.9238 -0.01 0.04 -0.03
H 2.5458 3.5999 -2.6804 0.00 -0.05 -0.03
H 3.8175 4.1445 -1.5980 0.00 0.01 0.00
H 1.0911 2.0746 -3.9348 0.01 0.04 0.02
H 3.3969 0.3880 -5.0750 0.03 0.01 0.00
H 3.5427 2.0505 -4.4883 -0.04 0.00 -0.03
H 2.5799 1.6965 -5.9109 -0.01 -0.02 -0.01
H 1.0742 -0.8284 -4.9400 -0.02 0.02 0.01
H 0.3006 0.5359 -5.7162 -0.01 0.02 0.00
H -0.2730 -0.0163 -4.1387 0.02 0.02 -0.01
C -3.0383 4.8303 -1.5272 0.03 0.01 0.01
Si -1.2830 4.2581 -1.3852 0.02 -0.03 0.02
C -0.5324 4.7445 0.2424 -0.02 0.04 -0.01
C -0.2120 4.7675 -2.8248 -0.01 0.00 0.01
As -1.2962 1.7766 -1.6636 -0.08 0.07 -0.09
Si -2.9597 1.3596 -3.5209 -0.01 0.00 -0.03
C -3.0496 -0.4253 -4.0310 0.05 0.00 0.04
C -4.5780 1.9277 -2.8126 0.03 -0.01 -0.01
C -2.3331 2.4924 -4.8526 0.02 -0.01 0.03
H -3.0359 5.8829 -1.2236 -0.01 0.00 0.00
H -3.7354 4.3092 -0.8708 0.01 0.01 0.01
H -3.4103 4.7973 -2.5502 -0.01 -0.01 -0.02
H -0.3498 5.8226 0.1704 0.00 0.00 0.00
H 0.4304 4.2818 0.4595 0.01 0.02 -0.04
H -1.2134 4.6073 1.0836 0.00 -0.01 0.01
H -0.5912 5.7342 -3.1718 0.01 0.00 -0.01
H -0.2288 4.0970 -3.6833 -0.03 -0.01 -0.03
H 0.8219 4.9140 -2.5156 -0.03 0.00 0.02
H -3.7996 -0.9496 -3.4389 0.00 -0.02 0.02
H -2.1171 -0.9873 -4.0107 -0.02 0.01 0.00
H -3.4008 -0.4275 -5.0681 -0.01 0.00 0.00
H -4.8649 1.4243 -1.8917 0.00 -0.03 0.04
H -5.3264 1.6549 -3.5664 0.01 -0.01 -0.01
H -4.6477 3.0024 -2.6710 0.01 0.00 0.01
H -1.3146 2.2805 -5.1766 0.02 0.00 -0.01
H -2.4121 3.5439 -4.5771 0.02 0.02 0.02
H -2.9848 2.3420 -5.7199 0.00 -0.01 0.00
Br -3.4328 -0.7146 -0.2093 -0.09 0.04 -0.10
C -2.2045 -1.7870 -1.1567 0.02 0.03 0.02
C -2.6839 -3.0180 -1.5765 -0.01 0.00 -0.03
C -1.8577 -3.8472 -2.3103 -0.01 -0.01 0.00
C -0.5750 -3.4056 -2.5986 0.01 0.01 0.00
C -0.1735 -2.1793 -2.1218 -0.01 0.01 0.00
N -0.9573 -1.3489 -1.3955 0.08 -0.08 -0.03
H -3.6947 -3.3079 -1.3276 0.00 0.00 0.00
H -2.2094 -4.8132 -2.6480 0.00 0.00 0.00
H 0.1145 -4.0068 -3.1748 0.00 0.00 0.00
H 0.8302 -1.8366 -2.3095 -0.02 -0.02 -0.01
```
Positions in Å, forces in eV/Å.

Energy in eV: -184979.6469
Charge: +3
F_max in eV/Å: 0.26
HOMO level (spin up / spin down) in eV: -17.666 / -17.667
HOMO-LUMO gap (spin up / spin down) in eV: 6.79 / 6.79

***

Formula: C6H12O2
Source: the Open Molecules 2025 dataset
Level of theory: wB97M-V/def2-TZVPD

Geometry as XYZ:
```
20
Properties=species:S:1:pos:R:3:forces:R:3
C 1.9584 1.2941 0.4004 -0.64 -1.91 -0.19
C 0.6555 1.0074 0.5239 1.14 2.29 0.29
C -0.3288 2.0804 0.8803 -1.09 -0.34 1.01
C 0.1472 -0.3628 0.4992 0.68 -3.77 -0.39
C -1.2935 -0.6909 -0.0970 3.56 0.72 -3.33
C -1.8394 -2.0499 0.2665 -0.73 2.16 1.18
O -1.9258 -2.8774 -0.5688 -0.09 -2.00 -0.91
H 2.4760 2.2009 0.5032 -0.12 1.48 0.20
H 2.6470 0.4844 0.2373 0.17 -0.47 -0.24
H -0.7934 1.8330 1.8640 -0.16 -0.32 -0.72
H -1.1038 2.1433 0.1192 -0.26 0.07 0.10
H -0.0130 3.0859 1.1049 0.96 0.26 -0.55
H 1.0234 -1.1016 0.1680 -1.97 1.45 -0.11
H 0.0738 -0.7559 1.4975 -0.09 0.35 1.15
H -1.1549 -0.5535 -1.2793 -0.54 -0.96 2.35
H -1.8607 0.1603 0.1150 -1.53 0.87 1.03
H -2.2893 -2.1893 1.3170 0.74 0.07 -0.89
O 1.2587 -1.1079 -2.8603 -0.74 -1.60 -1.60
H 0.8788 -1.9715 -2.5964 0.37 0.92 0.01
H 1.4839 -0.6291 -2.0946 0.32 0.72 1.61
```
Positions in Å, forces in eV/Å.

SMILES: C=C(C)CCC=O.O
Energy in eV: -10509.5510
Charge: 0
F_max in eV/Å: 4.93
HOMO level in eV: -9.612
HOMO-LUMO gap in eV: 10.35

***

Formula: C32H39GaN7O4S2
Source: the Open Molecules 2025 dataset
Level of theory: wB97M-V/def2-TZVPD

Geometry as XYZ:
```
85
Properties=species:S:1:pos:R:3:forces:R:3
Ga -0.1800 -0.1979 -1.2441 -0.16 0.40 -0.87
C -2.7502 -2.1276 2.4728 0.00 0.00 0.00
C -2.3005 -3.5106 2.0142 0.02 0.03 0.04
C -0.8074 -3.5982 1.6009 -0.04 0.03 0.04
C -0.4953 -5.0213 1.1055 -0.07 -0.01 -0.01
C 0.9316 -5.1878 0.6138 0.01 -0.01 0.00
C 0.0397 -3.3047 2.8281 -0.04 0.03 0.04
O 0.0834 -4.0566 3.7720 0.01 -0.01 -0.01
N 0.7118 -2.1070 2.8324 0.06 -0.02 -0.06
C 0.6674 -1.1220 1.8507 -0.11 0.08 0.14
O 1.1025 -0.0226 2.0599 0.01 -0.06 -0.03
N 0.0680 -1.4717 0.6325 0.03 0.02 0.01
C -0.5727 -2.5759 0.5286 0.11 0.02 -0.06
O -1.1778 -2.8918 -0.6102 0.02 -0.02 0.03
H -3.8164 -2.1362 2.6982 0.00 0.00 0.02
H -2.5833 -1.3678 1.7041 -0.01 0.00 -0.01
H -2.2252 -1.8136 3.3774 0.01 0.01 0.00
H -2.8937 -3.8409 1.1604 0.01 0.01 -0.01
H -2.4348 -4.2385 2.8153 -0.02 -0.01 -0.01
H -1.2058 -5.2634 0.3144 0.00 0.01 -0.01
H -0.6937 -5.6855 1.9473 0.00 -0.01 -0.01
H 1.1568 -4.5077 -0.2077 -0.01 0.00 -0.01
H 1.0961 -6.2030 0.2531 0.00 0.00 0.01
H 1.6563 -4.9956 1.4072 0.00 0.01 0.00
H 1.2306 -1.8719 3.6677 -0.02 0.01 0.00
C -3.9745 0.3754 -1.2144 0.03 0.01 -0.01
N -3.7037 1.2179 -0.0611 -0.03 -0.07 0.05
C -4.8209 2.0006 0.4422 -0.01 0.03 0.00
C -4.6276 2.2838 1.9162 0.01 0.00 0.00
C -3.2967 2.9796 2.0988 -0.01 0.03 -0.01
N -2.2345 2.2400 1.4355 0.02 -0.05 0.02
C -0.8815 2.5439 1.8806 0.02 0.01 -0.03
C -2.4463 1.3946 0.4017 0.01 0.16 -0.08
O -1.4772 0.7839 -0.0998 0.05 -0.24 0.22
H -4.7952 -0.3045 -0.9783 0.00 0.00 0.00
H -3.0958 -0.1986 -1.4800 -0.03 0.02 0.00
H -4.2459 0.9824 -2.0802 0.00 0.00 0.00
H -5.7311 1.4264 0.2676 0.01 -0.01 0.01
H -4.9121 2.9366 -0.1214 -0.01 0.00 0.00
H -4.6341 1.3428 2.4710 -0.01 0.00 0.00
H -5.4360 2.9072 2.2970 0.01 0.01 -0.01
H -3.0376 3.0523 3.1567 0.00 -0.01 0.00
H -3.3394 4.0017 1.7049 0.00 0.00 0.00
H -0.7698 2.2828 2.9344 0.00 0.00 0.00
H -0.6878 3.6124 1.7603 0.01 0.00 -0.01
H -0.1558 1.9778 1.3084 -0.01 -0.01 0.00
N 1.4754 0.6478 -1.2556 0.11 -0.23 0.45
C 2.6073 0.3638 -0.5497 0.13 -0.05 0.01
C 3.0432 -1.0122 -0.4461 -0.10 0.00 -0.10
C 3.7595 -1.5054 0.6593 -0.02 -0.07 0.08
C 4.1467 -2.8337 0.7255 0.01 0.07 0.03
C 3.8480 -3.7136 -0.3077 0.04 -0.02 -0.08
C 3.1338 -3.2461 -1.4071 0.03 -0.01 0.01
C 2.7211 -1.9283 -1.4695 0.03 0.02 -0.01
C 3.3755 1.4665 -0.0024 -0.03 0.09 0.00
C 4.7636 1.3998 0.2141 0.01 -0.03 0.03
C 5.4686 2.4906 0.6886 0.01 -0.01 0.00
C 4.8228 3.6917 0.9597 -0.01 0.00 0.01
C 3.4543 3.7840 0.7358 0.00 0.01 0.01
C 2.7437 2.6971 0.2606 0.03 -0.04 -0.03
H 3.9874 -0.8364 1.4796 0.01 0.00 0.00
H 4.6908 -3.1857 1.5939 0.01 0.00 0.01
H 4.1680 -4.7465 -0.2587 0.00 0.00 0.00
H 2.9128 -3.9120 -2.2330 -0.02 -0.02 0.01
H 2.2025 -1.5640 -2.3484 0.00 0.00 0.00
H 5.2955 0.4871 -0.0200 0.00 0.00 -0.01
H 6.5386 2.4081 0.8346 0.01 0.00 0.00
H 5.3790 4.5429 1.3299 0.00 0.01 0.00
H 2.9352 4.7135 0.9376 0.00 0.01 -0.01
H 1.6802 2.7829 0.0836 -0.02 0.03 0.01
S -1.8140 -2.4653 -3.0340 0.02 0.00 0.02
C -1.1106 -1.9684 -1.6846 0.15 -0.16 0.14
C -1.5466 3.0700 -5.3874 0.00 0.01 0.00
N -0.4992 3.2177 -4.4020 -0.04 -0.13 0.00
C 0.3623 4.2853 -4.2645 0.09 0.05 0.05
C 1.1892 3.9658 -3.2326 -0.15 -0.02 -0.11
N 0.8549 2.7285 -2.7398 -0.08 0.66 -0.19
C -0.1617 2.2953 -3.4572 -0.13 -0.08 0.03
S -1.0145 0.7702 -3.3276 0.11 0.18 0.09
H -1.5915 3.9761 -5.9871 0.00 0.00 0.00
H -2.5073 2.9104 -4.8985 0.00 0.00 -0.01
H -1.3446 2.2170 -6.0349 -0.01 0.01 0.00
H 0.3029 5.1466 -4.9063 0.01 0.00 -0.01
H 2.0054 4.5304 -2.8146 0.00 0.03 -0.01
H 1.4178 1.6096 -1.6682 -0.02 -0.66 0.18
```
Positions in Å, forces in eV/Å.

Energy in eV: -126487.5167
2S+1: 2
Charge: 0
F_max in eV/Å: 0.97
HOMO level (spin up / spin down) in eV: -4.945 / -7.156
HOMO-LUMO gap (spin up / spin down) in eV: 4.45 / 6.67

***

Formula: C5H8N2
Source: the Open Molecules 2025 dataset
Level of theory: wB97M-V/def2-TZVPD

Geometry as XYZ:
```
15
Properties=species:S:1:pos:R:3:forces:R:3
C -0.9098 1.1760 0.1129 -0.05 0.05 0.07
C -0.2792 -0.1661 -0.1888 0.00 0.22 -0.23
C 1.0736 -0.1071 -0.7660 -1.29 -0.03 -0.25
C 2.0601 0.7306 -0.1592 0.85 -1.69 0.28
N 2.2444 1.7515 0.4931 -0.12 0.51 -0.05
C -0.6761 -1.3541 0.6350 0.12 -0.08 0.37
N -1.0972 -1.2515 -0.7482 -0.27 0.11 -0.20
H -0.2217 1.8088 0.6874 -0.14 -0.14 -0.08
H -1.1461 1.7060 -0.8152 0.02 -0.07 0.08
H -1.8298 1.0568 0.6945 0.11 0.00 -0.09
H 1.4032 -0.9594 -1.3545 -0.02 0.24 0.05
H 2.7913 -0.1391 -0.0509 0.72 0.86 0.21
H -1.3985 -1.1724 1.4294 0.10 -0.02 -0.13
H 0.0508 -2.1348 0.8442 -0.10 0.10 -0.05
H -2.0650 -0.9452 -0.8137 0.09 -0.07 0.03
```
Positions in Å, forces in eV/Å.

Energy in eV: -8289.9700
Charge: 0
F_max in eV/Å: 1.91
HOMO level (spin up / spin down) in eV: -9.181 / -8.282
HOMO-LUMO gap (spin up / spin down) in eV: 8.32 / 7.81

***

Question: Which of these has the highest F_max?
Answer: C6H12O2